C35H53N8O2Pd | ωB97M-V with the def2-TZVPD basis set

Calculated values
- net charge = -1
- 2S+1 = 3
- E_HOMO (spin up / spin down) (Eh) = -0.064 / -0.148
- frontier orbital gap (spin up / spin down) (eV) = 4.382 / 6.647
- F_max (hartree/bohr) = 0.019

Positions of all 99 atoms, in Å:
Pd: -0.7679 0.5507 -0.2288
N: -0.1696 2.8623 -0.8156
C: -0.9686 3.9690 -0.2745
C: -2.4030 4.0042 -0.7879
C: -3.2205 2.7555 -0.4363
O: -4.2444 2.8913 0.2550
O: -2.7606 1.6697 -0.8991
H: 0.8205 3.0135 -0.6563
H: -0.3040 2.7834 -1.8185
H: -0.4978 4.9345 -0.5023
H: -0.9803 3.8693 0.8158
H: -2.3857 4.1070 -1.8787
H: -2.8987 4.8824 -0.3719
C: -2.1521 1.3581 2.4969
N: -3.2260 0.3875 2.4343
C: -3.9241 0.1977 3.6927
C: -3.3138 -0.5627 1.4498
N: -2.4135 -0.7009 0.5432
C: -2.6233 -1.4741 -0.6153
C: -3.7587 -1.3032 -1.3707
C: -4.0088 -2.1487 -2.4647
C: -3.1352 -3.1538 -2.7663
C: -1.9176 -3.3020 -2.0527
C: -1.0178 -4.3550 -2.3824
C: 0.1579 -4.4669 -1.6925
C: 0.5348 -3.5358 -0.7186
C: -0.2734 -2.4340 -0.4025
N: 0.1592 -1.3675 0.3308
C: 1.1904 -1.4665 1.2143
N: 1.7603 -0.2438 1.6777
C: 2.8483 0.3273 0.9006
C: 1.9912 -0.1554 3.1063
N: 1.4246 -2.6022 2.0170
C: 0.3023 -3.4041 2.4503
C: 2.6827 -3.3029 1.9520
C: -1.6020 -2.3940 -1.0128
N: -4.4383 -1.3924 1.6199
C: -4.3521 -2.8041 1.3095
C: -5.7272 -0.7837 1.3312
H: -2.5497 2.3190 2.8270
H: -1.7115 1.4751 1.5104
H: -1.3618 1.0276 3.1823
H: -3.8189 1.1183 4.2656
H: -3.4997 -0.6244 4.2818
H: -4.9860 0.0094 3.5612
H: -4.4258 -0.4912 -1.1182
H: -4.9088 -2.0107 -3.0530
H: -3.3396 -3.8398 -3.5811
H: -1.2854 -5.0519 -3.1672
H: 0.8453 -5.2722 -1.9342
H: 1.5216 -3.5960 -0.2863
H: 1.4501 0.4684 -0.5414
H: 3.6155 -0.4221 0.6278
H: 3.3197 1.0689 1.5401
H: 1.1374 -0.5694 3.6396
H: 2.0965 0.8958 3.3896
H: 2.8866 -0.6967 3.4505
H: -0.5932 -2.7826 2.4784
H: 0.4905 -3.7910 3.4598
H: 0.0978 -4.2549 1.7877
H: 3.4606 -2.6245 1.6032
H: 2.6638 -4.1727 1.2751
H: 2.9701 -3.6692 2.9450
H: -3.3459 -3.1694 1.5135
H: -4.5940 -3.0380 0.2680
H: -5.0511 -3.3397 1.9597
H: -5.6297 0.3023 1.3088
H: -6.4723 -1.0691 2.0828
H: -6.0907 -1.1056 0.3480
C: 0.5490 -0.1724 -3.1635
C: 2.0807 -0.1941 -3.0438
C: 2.5966 -1.3842 -2.2357
C: 2.7309 1.1340 -2.6628
C: 3.1598 1.9172 -3.7318
C: 3.8586 3.0929 -3.5507
C: 4.1579 3.4835 -2.2585
C: 3.7331 2.7643 -1.1452
C: 4.1168 3.3774 0.1989
C: 2.9351 3.6309 1.1421
C: 5.3238 2.6977 0.8649
C: 2.9663 1.5859 -1.3425
N: 2.2939 0.9661 -0.2795
H: 0.1758 -1.1761 -3.3820
H: 0.2388 0.4936 -3.9731
H: 0.0051 0.1586 -2.2636
H: 2.4377 -0.3606 -4.0657
H: 2.2119 -1.4178 -1.2198
H: 3.6893 -1.3679 -2.1890
H: 2.2846 -2.3120 -2.7178
H: 2.9464 1.5670 -4.7362
H: 4.1749 3.6882 -4.3978
H: 4.7249 4.3932 -2.0930
H: 4.4931 4.3702 -0.0634
H: 2.3144 2.7503 1.2957
H: 2.2897 4.4112 0.7309
H: 3.2907 3.9809 2.1146
H: 5.0908 1.7701 1.3801
H: 5.7651 3.3770 1.5988
H: 6.0853 2.4719 0.1163

C19H29BrClF7I2N3O5S | ωB97M-V with the def2-TZVPD basis set

Calculated values
- net charge = +1
- E_HOMO (Eh) = -0.378
- frontier orbital gap (eV) = 6.696
- F_max (hartree/bohr) = 0.056

Positions of all 68 atoms, in Å:
C: 6.1310 0.7920 -1.1753
C: 6.0240 2.2405 -0.7938
I: 7.8506 3.2642 -0.8565
C: 4.8828 2.8424 -0.4879
I: 4.7421 4.9024 -0.0525
N: 3.5632 2.1634 -0.3849
C: 3.5358 1.0543 0.6496
C: 2.9098 -0.2646 0.2180
Br: 2.5088 -1.1652 1.8960
N: 1.7845 -0.1633 -0.7002
S: 0.3916 0.4479 -0.0082
O: -0.4057 -0.6201 0.4776
O: 0.6524 1.4814 0.9516
C: -0.6357 1.2204 -1.3195
F: -0.7731 0.4149 -2.3854
F: -0.0523 2.3430 -1.7784
C: -2.0820 1.5773 -0.8076
F: -2.1432 1.7044 0.5136
F: -2.4084 2.7545 -1.3504
C: -3.1761 0.5541 -1.2593
F: -2.8022 -0.7008 -1.0127
F: -4.2567 0.8200 -0.5031
F: -3.5110 0.7248 -2.5333
C: 2.2166 0.5144 -1.9367
C: 3.0387 -0.4401 -2.8267
C: 2.4558 -1.8743 -2.8586
C: 3.3513 -2.9362 -2.1960
C: 2.5745 -3.9643 -1.4307
O: 1.7713 -3.3303 -0.4319
C: 1.2230 -4.2212 0.4369
O: 0.1521 -4.0262 0.9848
C: 2.8299 1.9244 -1.6971
Cl: 3.7563 2.4216 -3.1171
H: 5.8575 0.6990 -2.2183
H: 7.1697 0.5020 -1.1300
H: 5.5952 0.1056 -0.5387
H: 3.0200 2.8935 0.0748
H: 4.5325 0.8772 1.0098
H: 2.9912 1.4010 1.5136
H: 3.6589 -0.9026 -0.2142
H: 1.3513 0.7035 -2.5539
H: 2.9934 -0.0970 -3.8433
H: 4.0623 -0.5303 -2.4922
H: 1.4435 -1.9129 -2.4776
H: 2.3960 -2.1619 -3.8990
H: 3.8591 -3.4811 -2.9820
H: 4.1383 -2.5026 -1.5855
H: 1.9826 -4.5991 -2.0813
H: 3.2880 -4.6259 -0.9421
H: 1.8120 -5.1183 0.6711
H: 2.0069 2.6175 -1.7120
C: -4.7613 -0.0848 3.0584
C: -6.0568 -0.8678 3.2461
C: -7.2538 -0.2717 2.4907
O: -7.8122 0.8850 3.0798
C: -7.1376 2.0952 2.7955
N: -6.3221 -1.0049 4.6806
H: -4.7404 0.8248 3.6579
H: -3.9097 -0.6904 3.3681
H: -4.6148 0.1898 2.0120
H: -5.8937 -1.8696 2.8381
H: -8.0566 -1.0131 2.4960
H: -7.0040 -0.0808 1.4378
H: -6.7206 2.0967 1.7838
H: -6.3447 2.2878 3.5223
H: -7.8643 2.9033 2.8736
H: -7.1198 -1.6192 4.8153
H: -6.6459 -0.1036 5.0204

C5H10NO2 | ωB97M-V with the def2-TZVPD basis set

Calculated values
- net charge = -1
- E_HOMO (Eh) = -0.039
- frontier orbital gap (eV) = 1.512
- F_max (hartree/bohr) = 0.102

Positions of all 18 atoms, in Å:
C: -5.2486 -0.1155 -1.0116
N: -5.0633 1.2957 -1.2526
C: 21.5575 -0.3151 -0.3007
O: 20.6776 -0.3218 -1.0891
O: 22.7053 -0.1849 0.1008
C: -5.2577 -0.3714 0.5140
C: -4.0576 0.3560 1.1700
C: -2.7032 -0.1021 0.6130
H: -4.4650 -0.7497 -1.4735
H: -6.1790 -0.5757 -1.3446
H: -5.1645 1.4008 -2.2787
H: -5.2322 -1.4566 0.7735
H: -6.1826 0.0972 0.9483
H: -4.2137 1.4158 0.9155
H: -4.0867 0.2493 2.3059
H: -2.6718 0.1836 -0.4350
H: -2.5779 -1.1839 0.7121
H: -1.8367 0.3781 1.1328

C41H43AsN11NaO5S | ωB97M-V with the def2-TZVPD basis set

Calculated values
- net charge = 0
- E_HOMO (Eh) = -0.262
- frontier orbital gap (eV) = 6.329
- F_max (hartree/bohr) = 0.035

Positions of all 103 atoms, in Å:
Na: -0.0006 -0.1335 0.3634
C: -0.2973 4.4513 0.9179
C: -0.6576 3.0563 0.4734
N: -0.4052 2.0064 1.1739
N: 0.1681 2.1049 2.3663
C: 0.8954 1.0665 2.7522
O: 1.1554 0.0690 2.0301
C: 1.4917 1.1813 4.1047
C: 1.4117 2.3597 4.8389
C: 1.9949 2.4449 6.0888
C: 2.6705 1.3561 6.6184
C: 2.7612 0.1817 5.8903
C: 2.1715 0.0918 4.6439
C: -1.2672 2.8517 -0.8282
C: -1.5658 3.9371 -1.6696
C: -2.1019 3.7014 -2.9173
C: -2.3487 2.3912 -3.3024
C: -2.0289 1.3832 -2.4042
N: -1.4982 1.5906 -1.2166
H: 0.0456 4.4032 1.9485
H: -1.1637 5.1077 0.8646
H: 0.4975 4.8619 0.2941
H: 0.8888 3.1986 4.4092
H: 1.9279 3.3636 6.6536
H: 3.1273 1.4243 7.5959
H: 3.2931 -0.6679 6.2966
H: 2.2382 -0.8190 4.0675
H: -1.3684 4.9484 -1.3535
H: -2.3199 4.5241 -3.5845
H: -2.7695 2.1635 -4.2691
H: -2.2055 0.3459 -2.6550
C: 5.2169 -3.0362 2.5973
C: 4.8459 -3.4184 1.3196
C: 4.1784 -2.5300 0.4929
C: 3.8743 -1.2436 0.9213
C: 4.2600 -0.8729 2.2056
C: 4.9199 -1.7574 3.0380
As: 2.8415 0.0227 -0.1449
C: 3.8364 1.5921 0.4564
C: 3.1540 2.7526 0.7895
C: 3.8267 3.8569 1.2891
C: 5.2018 3.8171 1.4407
C: 5.8999 2.6688 1.1013
C: 5.2194 1.5662 0.6187
C: 3.7749 -0.2627 -1.8579
C: 3.3594 -1.3636 -2.6033
C: 3.9091 -1.6359 -3.8422
C: 4.8592 -0.7816 -4.3792
C: 5.2450 0.3440 -3.6726
C: 4.7099 0.5970 -2.4210
H: 5.7367 -3.7283 3.2448
H: 5.0751 -4.4154 0.9674
H: 3.8952 -2.8463 -0.5047
H: 4.0322 0.1266 2.5606
H: 5.1941 -1.4453 4.0370
H: 2.0781 2.7751 0.6700
H: 3.2779 4.7449 1.5725
H: 5.7302 4.6777 1.8268
H: 6.9742 2.6308 1.2258
H: 5.7642 0.6603 0.3720
H: 2.5804 -2.0053 -2.2003
H: 3.5968 -2.5118 -4.3955
H: 5.2883 -0.9846 -5.3499
H: 5.9692 1.0275 -4.0968
H: 5.0267 1.4801 -1.8790
N: 1.3749 -5.7101 -0.4840
N: 1.2036 -4.4627 0.0248
N: 1.2446 -4.1986 1.3038
C: 1.0756 -2.8862 1.3152
N: 0.9312 -2.4035 0.0835
N: 1.0150 -3.4192 -0.7232
H: 1.4228 -6.3753 0.2821
H: 0.5936 -5.9206 -1.1008
H: 1.0626 -2.2813 2.1928
C: -1.3747 -7.5851 -2.9745
C: -2.6044 -6.7519 -2.6795
S: -2.4761 -6.1225 -0.9733
O: -2.3949 -7.2515 -0.0923
O: -1.3744 -5.1893 -0.9131
C: -4.0546 -5.2702 -0.6548
C: -4.1772 -3.8986 -1.3044
N: -3.4396 -2.8778 -0.6060
C: -2.2993 -2.2533 -0.9951
N: -1.8788 -1.4055 -0.0820
C: -2.7494 -1.4507 0.9374
C: -3.7511 -2.3552 0.6415
N: -4.9095 -2.6283 1.3738
O: -5.0420 -2.0465 2.4389
O: -5.7315 -3.4205 0.9100
C: -1.6117 -2.4737 -2.2824
H: -1.4925 -8.1311 -3.9078
H: -1.2210 -8.3008 -2.1693
H: -0.4942 -6.9519 -3.0540
H: -3.5086 -7.3523 -2.6935
H: -2.6961 -5.8980 -3.3432
H: -4.1557 -5.2147 0.4265
H: -4.8238 -5.9389 -1.0301
H: -5.2374 -3.6232 -1.2907
H: -3.8251 -3.9300 -2.3371
H: -2.6317 -0.8524 1.8180
H: -1.1317 -3.4493 -2.2615
H: -0.8412 -1.7171 -2.3852
H: -2.3023 -2.4246 -3.1229

C18H21N6OPdS2 | ωB97M-V with the def2-TZVPD basis set

Calculated values
- net charge = -1
- E_HOMO (Eh) = -0.132
- frontier orbital gap (eV) = 6.425
- F_max (hartree/bohr) = 0.016

Positions of all 49 atoms, in Å:
Pd: -0.6953 1.0439 0.9283
N: 2.0417 0.7630 4.5309
C: 0.9598 1.0588 3.7149
S: 1.2357 2.0574 2.3326
N: -0.1886 0.6133 4.1577
N: -1.2208 0.8617 3.2858
C: -2.3208 1.2237 3.8097
C: -3.5035 1.4746 2.9626
C: -4.7635 1.6212 3.5378
C: -5.8442 1.8781 2.7121
C: -5.6377 1.9736 1.3451
C: -4.3458 1.8025 0.8637
N: -3.3054 1.5720 1.6501
H: 2.9326 0.8760 4.0737
H: 1.9317 -0.0765 5.0785
H: -2.4042 1.3587 4.8892
H: -4.8824 1.5308 4.6095
H: -6.8359 1.9986 3.1314
H: -6.4524 2.1751 0.6630
H: -4.1237 1.8445 -0.1979
C: 3.7975 -1.7042 0.6297
C: 2.6560 -0.6975 0.5766
C: 2.5215 -0.1416 -0.8391
N: 1.3974 0.7217 -1.1516
C: 0.0754 0.3716 -0.8482
S: -1.2725 1.3524 -1.3724
N: -0.0898 -1.0687 -0.8845
C: 0.1322 -1.9917 -1.8528
O: -0.1282 -3.1724 -1.6529
C: 0.7199 -1.5912 -3.1782
C: 1.5492 -2.5195 -3.8013
C: 2.0950 -2.2487 -5.0444
C: 1.7905 -1.0548 -5.6890
C: 0.9461 -0.1391 -5.0803
C: 0.4171 -0.3975 -3.8217
H: 3.9035 -2.1353 1.6266
H: 4.7520 -1.2390 0.3682
H: 3.6334 -2.5282 -0.0697
H: 2.8209 0.1201 1.2784
H: 1.7186 -1.1726 0.8790
H: 2.5351 -0.9806 -1.5449
H: 3.4152 0.4463 -1.0718
H: 1.5537 1.7077 -0.9912
H: -0.6775 -1.4277 -0.1354
H: 1.7485 -3.4531 -3.2930
H: 2.7523 -2.9691 -5.5145
H: 2.2041 -0.8441 -6.6673
H: 0.6973 0.7875 -5.5816
H: -0.2421 0.3183 -3.3515

C5H9N2 | ωB97M-V with the def2-TZVPD basis set

Calculated values
- net charge = +1
- E_HOMO (spin up / spin down) (Eh) = -0.459 / -0.500
- frontier orbital gap (spin up / spin down) (eV) = 6.229 / 9.400
- F_max (hartree/bohr) = 0.030

Positions of all 16 atoms, in Å:
C: -0.8720 -0.2462 0.2185
C: -3.3042 -0.4575 -0.0069
C: 1.2610 -1.8812 -0.0971
C: 1.4636 -0.4723 0.2006
C: 0.4195 1.7776 -0.0679
N: -2.0620 -0.2056 0.0547
N: 0.2834 0.3381 0.0956
H: -3.6824 -1.0835 -0.7990
H: -3.9801 0.0096 0.6895
H: 2.0322 -2.5839 0.1584
H: 0.3489 -2.2468 -0.5321
H: 1.8718 -0.3734 1.2197
H: 2.2675 -0.0712 -0.4427
H: -0.4746 2.2803 0.2959
H: 0.5540 2.0306 -1.1207
H: 1.2773 2.1363 0.4994